1.
{"formula": "C19H31NO2S", "method": "the ωB97M-V functional and the def2-TZVPD basis", "species": ["H", "H", "N", "C", "C", "C", "C", "C", "H", "C", "H", "H", "H", "H", "H", "H", "H", "H", "H", "H", "C", "C", "O", "C", "H", "C", "H", "H", "C", "C", "C", "S", "H", "H", "C", "H", "C", "C", "H", "H", "H", "H", "C", "C", "H", "H", "H", "H", "H", "H", "C", "O", "H", "H"], "positions_angstrom": [[-5.3696, -1.1666, 1.5317], [-1.5801, -0.8599, 1.6753], [1.8851, -1.5701, 0.5455], [-3.4181, -1.1884, 0.6094], [-4.4290, -0.6310, 1.6212], [-0.2654, 4.5920, 0.2396], [5.9366, 0.3865, 0.1883], [-2.0784, -0.4416, 0.8002], [-4.6175, 0.4193, 1.4157], [-3.1399, -1.0663, -1.7622], [-4.2674, -3.1633, 0.7179], [7.4572, -0.9387, -0.5516], [0.5404, 2.9388, 1.3386], [-1.0184, -2.5145, -0.8273], [-4.0517, -0.7373, 2.6344], [-2.5951, -3.1765, 0.1739], [0.7529, 0.5858, -0.8468], [5.6094, -2.7879, -0.7344], [1.5837, 3.4366, -1.4865], [6.4563, 1.3080, 0.3620], [4.2018, -1.3616, 0.0181], [-1.1093, -0.3971, -0.3973], [-4.0018, -0.9195, -0.6613], [-1.9383, -0.1276, -1.6643], [-2.9572, -2.8833, 1.8710], [6.4268, -0.7895, -0.2835], [0.3890, 5.3304, 0.6972], [-2.8205, -2.1106, -1.8787], [1.7219, 3.2308, -0.4270], [-0.3215, -1.7094, -0.6069], [5.4372, -1.7870, -0.3832], [4.2572, 0.3001, 0.5234], [0.1097, -2.0374, 1.5100], [1.9582, -0.6158, 0.8585], [-3.2927, -2.7003, 0.8538], [-3.7491, -0.8039, -2.6315], [2.9725, -2.1749, 0.0136], [0.3730, 3.2046, 0.2880], [-0.6979, 2.4060, -1.3900], [-1.5556, 2.2907, 0.1475], [-1.2142, 4.6003, 0.7718], [0.3082, -1.5916, -1.4927], [-0.5806, 2.1739, -0.3302], [0.5821, -2.1905, 0.5374], [-1.3175, -0.2295, -2.5555], [2.2449, 2.2840, -0.3228], [-2.3317, 0.5927, 1.0397], [2.3542, 4.0102, -0.0077], [-2.3319, 0.8877, -1.6294], [0.7697, -3.2593, 0.4041], [-0.0819, 0.7372, -0.1610], [2.9626, -3.3096, -0.4268], [-0.4481, 4.8887, -0.7912], [0.2900, 0.6361, 0.8621]], "forces_ev_per_a": [[-0.123, -0.088, 0.028], [0.027, 0.052, 0.105], [-0.069, 0.261, 0.196], [-0.056, -0.012, 0.591], [0.223, -0.133, -0.374], [0.113, -0.239, 0.162], [-0.311, 0.081, 0.099], [-0.160, -0.019, -0.292], [0.023, 0.127, -0.006], [0.219, 0.104, -0.339], [-0.082, -0.057, 0.010], [0.174, 0.008, -0.036], [-0.029, -0.034, -0.004], [-0.004, -0.055, -0.074], [0.037, -0.015, 0.143], [0.082, -0.103, -0.056], [0.149, -0.059, 0.031], [-0.035, -0.190, -0.061], [0.002, 0.027, -0.171], [0.159, 0.162, 0.017], [0.542, 0.452, -0.008], [0.162, -0.018, -0.134], [-0.095, 0.087, 0.217], [-0.231, -0.225, 0.270], [0.063, -0.042, 0.126], [0.093, 0.200, 0.041], [0.041, 0.136, 0.025], [-0.041, 0.038, -0.006], [-0.159, -0.104, 0.277], [-0.116, -0.016, 0.202], [-0.494, -0.061, 0.095], [0.354, -0.450, -0.200], [0.022, -0.082, -0.014], [0.005, -0.126, -0.032], [-0.067, 0.302, -0.276], [0.125, -0.100, 0.021], [-0.082, -0.072, 0.092], [-0.140, 0.169, -0.270], [-0.091, 0.043, -0.067], [-0.101, 0.024, -0.067], [-0.123, 0.050, 0.034], [-0.009, -0.031, -0.052], [0.269, -0.111, 0.385], [-0.207, -0.182, -0.241], [0.072, 0.045, -0.088], [0.099, -0.068, -0.076], [-0.002, 0.033, 0.078], [0.119, 0.082, 0.007], [-0.011, 0.074, -0.076], [-0.083, 0.137, 0.131], [-0.368, 0.087, -0.237], [0.004, -0.132, -0.107], [-0.033, 0.067, -0.141], [0.145, -0.023, 0.121]], "homo_energy_ev": -9.185, "smiles": "CC(C)CC[C@]1(CCNC(=O)c2cccs2)CCOC(C)(C)C1", "multiplicity": 1, "relative_energy_kj_mol": 6.23}


2.
{"formula": "C17H19FN2O5S", "method": "the ωB97M-V functional and the def2-TZVPD basis", "species": ["H", "O", "H", "C", "H", "C", "C", "C", "C", "C", "H", "C", "C", "H", "O", "C", "C", "H", "H", "H", "C", "H", "C", "C", "N", "C", "F", "C", "C", "H", "H", "H", "H", "H", "N", "H", "S", "H", "O", "H", "C", "O", "H", "H", "O"], "positions_angstrom": [[3.5549, -0.4947, 5.5425], [0.5494, 3.0070, -1.5891], [1.8326, 0.6373, 4.5490], [0.5616, -0.7043, -5.1301], [0.5455, 1.4730, 2.6603], [2.7890, -1.0361, 6.1074], [-0.1294, -0.4689, 2.0515], [-2.1693, 0.4136, -0.9902], [-0.6147, -0.8791, -3.0335], [0.0650, 1.2830, -3.8301], [3.2717, -1.6573, 6.8608], [1.3582, -1.4263, 4.2298], [0.6164, 0.6620, -4.9345], [-0.1136, -2.5374, -4.2691], [2.0743, -1.9289, 5.2919], [-0.5606, 0.5056, -2.8586], [-1.9368, 3.6947, -2.2302], [-2.8215, -0.1407, -1.6710], [0.1708, 2.3479, -3.7248], [-1.6940, 4.7303, -2.0284], [0.5704, 0.4134, 2.8645], [-0.8152, 1.0820, 0.9083], [1.2995, -0.0692, 3.9341], [1.2827, -4.3727, 4.5305], [-0.8551, 0.0675, 0.9806], [0.6514, -2.3233, 3.4059], [1.2119, 1.4361, -5.8659], [-0.0608, -1.4658, -4.1565], [-1.5823, -0.5709, 0.0461], [-1.8129, 3.4709, -3.2812], [0.9550, -4.0834, 5.5311], [2.3615, -4.2253, 4.4477], [2.1258, -0.3195, 6.6031], [1.0466, -5.4234, 4.3614], [-1.1455, 1.1090, -1.7429], [0.9988, -1.1463, -6.0101], [-0.7976, 2.6700, -1.2665], [-2.7530, 1.1681, -0.4604], [-1.1920, 2.7688, 0.1135], [-0.6131, -2.5328, 1.7186], [-0.0805, -1.8259, 2.3312], [-1.7876, -1.7637, -0.0323], [-1.0733, -1.5081, -2.2896], [-2.9418, 3.4698, -1.8989], [0.5802, -3.6768, 3.5264]], "forces_ev_per_a": [[-0.036, 0.002, 0.019], [0.022, -0.070, -0.328], [0.064, 0.032, 0.080], [0.076, 0.125, -0.037], [0.016, 0.142, -0.010], [0.089, 0.100, 0.105], [0.239, -0.278, 0.352], [-0.305, -0.323, 0.279], [-0.160, 0.103, 0.280], [0.176, -0.097, -0.314], [-0.003, 0.102, -0.020], [0.048, -0.108, 0.076], [-0.158, -0.052, 0.090], [-0.009, -0.095, 0.002], [-0.250, -0.127, -0.311], [0.482, -0.249, -0.862], [0.566, -0.496, 0.497], [0.138, 0.047, 0.117], [0.054, 0.071, -0.139], [0.091, 0.144, 0.086], [-0.091, -0.088, -0.105], [-0.078, -0.270, -0.015], [0.023, -0.099, 0.054], [0.194, -0.352, 0.302], [0.112, 0.357, 0.159], [0.014, 0.223, -0.031], [-0.042, -0.073, 0.109], [0.040, 0.173, -0.095], [-0.236, 0.385, -0.346], [0.066, -0.078, -0.184], [0.038, -0.043, -0.087], [-0.090, -0.025, 0.016], [0.030, -0.005, -0.029], [0.030, 0.063, 0.026], [0.064, 0.992, 0.631], [0.060, -0.022, -0.098], [-0.359, 0.298, -0.309], [-0.115, -0.204, -0.027], [-0.349, 0.047, 0.011], [-0.029, -0.048, -0.029], [0.033, -0.096, 0.061], [-0.070, -0.273, 0.027], [-0.084, -0.072, 0.122], [-0.179, -0.073, 0.051], [-0.123, 0.310, -0.179]], "homo_energy_ev": -7.708, "smiles": "COc1ccc(NC(=O)CN(c2cccc(F)c2)S(C)(=O)=O)cc1OC", "multiplicity": 1, "relative_energy_kj_mol": 0.00}


3.
{"formula": "C6H8N4S", "method": "the ωB97M-V functional and the def2-TZVPD basis", "species": ["C", "H", "N", "H", "H", "C", "C", "H", "N", "C", "H", "N", "H", "H", "S", "N", "C", "C", "H"], "positions_angstrom": [[0.8159, 2.1408, 0.2957], [-3.5594, -0.4498, 0.4852], [0.6714, -2.1498, -0.7191], [-0.7158, -1.0189, -1.8548], [2.7628, 1.7286, 1.3057], [-2.6979, -0.0957, 0.0013], [1.4572, 0.0863, 0.5812], [-2.5910, 0.9821, 0.0168], [1.9098, 1.3647, 0.6793], [0.1328, 0.1972, 0.1269], [1.0792, 3.2253, 0.3755], [-0.2531, 1.5207, -0.0153], [-2.7092, -0.5418, -0.9801], [2.2952, -3.1331, -0.3546], [-1.2575, -0.9179, 0.7330], [2.2428, -1.0272, 0.5479], [1.7862, -2.1718, -0.1303], [-0.2163, -1.1711, -0.7960], [3.2077, -0.9398, 0.5882]], "forces_ev_per_a": [[1.477, 3.063, 0.934], [-1.057, -0.425, 1.192], [0.165, -0.864, -0.598], [0.646, -0.120, 2.418], [-2.262, -1.037, -2.153], [1.239, -0.007, -0.869], [3.163, -0.456, 0.261], [0.028, 0.082, -0.015], [1.400, -0.653, 1.882], [-2.780, -2.043, -0.652], [-1.207, -0.818, -0.424], [0.718, 0.063, -0.486], [-0.255, 0.404, -0.578], [0.854, 1.073, 1.117], [0.678, -0.100, -0.569], [-2.558, -0.133, -0.269], [-0.764, -0.522, -0.535], [-1.837, 2.078, -1.184], [2.353, 0.415, 0.528]], "homo_energy_ev": -18.631, "multiplicity": 1, "relative_energy_kj_mol": 79.95, "charge": 2}


4.
{"formula": "C5H8O2", "method": "the ωB97M-V functional and the def2-TZVPD basis", "species": ["C", "H", "C", "C", "H", "H", "H", "H", "H", "H", "H", "C", "O", "O", "C"], "positions_angstrom": [[-0.1823, 0.7609, -1.5663], [-1.4497, 1.3822, 0.1213], [0.6010, 0.2337, -0.4832], [1.8773, -0.0758, -0.5655], [2.5673, 0.1926, -1.3640], [-1.0294, -1.5496, 1.9498], [-0.2507, -1.8937, 0.5544], [0.5553, 1.0657, -2.4159], [2.4625, -0.4027, 0.3612], [-1.9030, -1.1374, 0.3478], [0.4810, 0.2731, 1.7589], [-0.3115, 0.1356, 1.0499], [-1.0790, 1.3802, 1.0292], [-1.3723, 0.8174, -1.7257], [-0.9667, -1.1823, 0.9482]], "forces_ev_per_a": [[2.276, 0.185, -3.069], [-0.282, 0.171, 0.787], [-2.027, -0.139, 4.304], [1.907, 0.374, 1.635], [-0.532, -0.322, -0.459], [-1.297, -0.385, 0.815], [-0.010, -0.035, -0.670], [-1.152, -0.071, 0.588], [-1.109, 0.199, -1.278], [0.656, -0.269, 0.670], [0.023, -0.248, 0.711], [2.117, 2.717, -4.926], [0.346, -2.003, -0.165], [-0.397, 0.158, 0.598], [-0.519, -0.333, 0.460]], "homo_energy_ev": -9.543, "smiles": "C=C(C=O)[C@H](C)O", "multiplicity": 1, "relative_energy_kj_mol": 256.94}


What did the fourth record say?
{"formula": "C5H8O2", "method": "the ωB97M-V functional and the def2-TZVPD basis", "species": ["C", "H", "C", "C", "H", "H", "H", "H", "H", "H", "H", "C", "O", "O", "C"], "positions_angstrom": [[-0.1823, 0.7609, -1.5663], [-1.4497, 1.3822, 0.1213], [0.6010, 0.2337, -0.4832], [1.8773, -0.0758, -0.5655], [2.5673, 0.1926, -1.3640], [-1.0294, -1.5496, 1.9498], [-0.2507, -1.8937, 0.5544], [0.5553, 1.0657, -2.4159], [2.4625, -0.4027, 0.3612], [-1.9030, -1.1374, 0.3478], [0.4810, 0.2731, 1.7589], [-0.3115, 0.1356, 1.0499], [-1.0790, 1.3802, 1.0292], [-1.3723, 0.8174, -1.7257], [-0.9667, -1.1823, 0.9482]], "forces_ev_per_a": [[2.276, 0.185, -3.069], [-0.282, 0.171, 0.787], [-2.027, -0.139, 4.304], [1.907, 0.374, 1.635], [-0.532, -0.322, -0.459], [-1.297, -0.385, 0.815], [-0.010, -0.035, -0.670], [-1.152, -0.071, 0.588], [-1.109, 0.199, -1.278], [0.656, -0.269, 0.670], [0.023, -0.248, 0.711], [2.117, 2.717, -4.926], [0.346, -2.003, -0.165], [-0.397, 0.158, 0.598], [-0.519, -0.333, 0.460]], "homo_energy_ev": -9.543, "smiles": "C=C(C=O)[C@H](C)O", "multiplicity": 1, "relative_energy_kj_mol": 256.94}